1.
{
  "formula": "C2H11N3O",
  "method": "ωB97M-V with the def2-TZVPD basis set",
  "mol_weight_g_mol": 93.13,
  "relative_energy_kj_mol": 13.7,
  "largest_force_ev_per_a": 0.68,
  "smiles": "NCN.NCO",
  "e_tot_ev": -8769.6725,
  "symbols": ["N", "C", "N", "H", "H", "H", "H", "H", "H", "N", "C", "O", "H", "H", "H", "H", "H"],
  "coordinates": [[1.41382, -0.16135, 2.51899], [0.50557, -0.77918, 1.56794], [1.15403, -1.76369, 0.72613], [2.00279, 0.54522, 2.09569], [0.88137, 0.32884, 3.23119], [0.04086, -0.06456, 0.90432], [-0.25662, -1.27394, 2.16363], [1.72711, -2.36190, 1.30948], [1.71531, -1.39548, -0.02474], [-1.87382, 1.59271, -1.27303], [-0.78504, 1.03062, -2.05317], [-0.86911, -0.38303, -2.15542], [-2.26039, 0.87006, -0.67322], [-2.64552, 1.80710, -1.89603], [0.17101, 1.35513, -1.62805], [-0.83469, 1.42750, -3.07271], [-0.08666, -0.77403, -1.74100]],
  "forces_ev_per_angstrom": [[0.1, 0.4, 0.5], [0.6, -0.2, -0.3], [-0.4, -0.4, 0.3], [0.1, -0.1, -0.2], [0.0, -0.1, 0.1], [-0.4, 0.3, -0.2], [-0.2, -0.1, -0.1], [0.1, 0.0, -0.2], [0.2, 0.3, 0.1], [-0.3, -0.1, -0.4], [-0.2, 0.2, -0.2], [0.5, -0.1, 0.2], [0.3, 0.0, 0.2], [0.1, 0.1, 0.0], [0.0, -0.3, 0.1], [0.0, 0.1, 0.2], [-0.4, 0.0, -0.1]]
}

***

2.
{
  "formula": "C2H11N3O",
  "method": "ωB97M-V with the def2-TZVPD basis set",
  "mol_weight_g_mol": 93.13,
  "relative_energy_kj_mol": 137.1,
  "largest_force_ev_per_a": 3.49,
  "smiles": "NCN.NCO",
  "e_tot_ev": -8768.3937,
  "symbols": ["N", "C", "N", "H", "H", "H", "H", "H", "H", "N", "C", "O", "H", "H", "H", "H", "H"],
  "coordinates": [[-0.40724, -2.17609, 0.83521], [-1.08630, -3.24920, 0.00541], [-0.40272, -4.54709, 0.13194], [0.06874, -2.58285, 1.63292], [-1.03863, -1.55730, 1.29772], [-2.08473, -3.47656, 0.45664], [-1.31938, -2.64782, -0.88846], [-0.87724, -5.12802, -0.61788], [0.62900, -4.43197, 0.19768], [1.46566, 3.01069, -1.20779], [0.26376, 2.97692, -0.34045], [0.14171, 4.11556, 0.56412], [1.37770, 3.12064, -2.23798], [1.84631, 2.05225, -1.07854], [-0.58132, 3.03558, -0.99348], [0.24616, 1.99629, 0.35678], [0.94509, 4.31643, 1.05634]],
  "forces_ev_per_angstrom": [[0.8, -1.4, -0.2], [-1.2, 1.5, 2.9], [-0.7, 1.0, -1.4], [0.1, -0.4, -0.1], [-0.9, 0.4, -0.2], [0.4, 0.3, -0.4], [0.7, -1.3, -0.8], [2.0, 0.4, 1.2], [-1.1, -0.6, -1.1], [0.4, -1.9, 0.7], [1.0, -0.3, 1.5], [-0.3, -0.6, -1.1], [-0.7, 0.2, 1.3], [0.2, 1.1, -0.4], [-0.9, -0.1, 0.2], [0.1, 2.0, -1.9], [0.2, -0.5, -0.4]]
}